Record 1
Computed, not measured: C5H5N in the gas phase in a non-equilibrium geometry, with the ωB97M-V functional and the def2-TZVPD basis.

Its SMILES is N#C[C@@H]1C=CC1. For the HOMO energy, the calculation gives -10.28 eV. As for the LUMO energy: 0.90 eV. For the frontier orbital gap, the calculation gives 0.41095 hartree.

Positions of all 11 atoms, in Å:
N  -2.881  -0.020  -0.330
C  -1.823  -0.024  0.099
C  -0.483  -0.061  0.630
C  0.337  1.137  0.091
C  1.167  0.404  -0.624
C  0.617  -0.913  -0.126
H  -0.713  -0.027  1.775
H  0.302  2.241  0.082
H  1.954  0.485  -1.350
H  0.147  -1.709  -0.887
H  1.377  -1.513  0.641

---

Record 2
Computed, not measured: a molecular structure, C2H4INO2 in a non-equilibrium geometry, with the ωB97M-V functional and the def2-TZVPD basis.

For the HOMO energy, the calculation gives -8.75 eV. As for the LUMO energy: 0.36 eV. For the frontier orbital gap, the calculation gives 0.33450 hartree.

Positions of all 10 atoms, in Å:
C  0.396  -0.920  -1.382
C  -0.024  0.722  0.201
N  1.198  -2.487  -1.529
O  0.049  -0.374  -2.346
O  0.462  -0.577  -0.130
I  0.625  -3.063  -3.320
H  -0.407  0.767  1.312
H  -0.623  1.101  -0.597
H  0.763  1.520  0.126
H  0.874  -3.011  -0.837

---

Record 3
Computed, not measured: 2 unconnected molecules or ions with the total composition Br2H2O2P in a non-equilibrium geometry, with the ωB97M-V functional and the def2-TZVPD basis.

For the HOMO energy (alpha / beta), the calculation gives -14.88 / -14.96 eV. Its net charge is +1. As for the LUMO energy (alpha / beta): -8.80 / -8.80 eV. For the frontier orbital gap (alpha / beta), the calculation gives 0.22325 / 0.22607 hartree.

Positions of all 7 atoms, in Å:
O  0.505  0.973  -0.576
O  0.612  -1.536  -0.353
P  -0.240  -0.246  -0.020
Br  -0.033  1.123  2.889
Br  -2.243  -0.821  -0.673
H  0.066  1.849  -0.391
H  1.333  -1.342  -0.876

---

Record 4
Computed, not measured: a molecular structure, C22H45InN2OP3 in a non-equilibrium geometry, with the ωB97M-V functional and the def2-TZVPD basis.

For the HOMO energy (alpha / beta), the calculation gives -14.99 / -14.99 eV. Its net charge is +3. As for the LUMO energy (alpha / beta): -10.25 / -12.00 eV. For the frontier orbital gap (alpha / beta), the calculation gives 0.17436 / 0.10978 hartree.

Positions of all 74 atoms, in Å:
In  -0.070  2.821  -0.274
P  1.715  -0.378  1.749
P  2.374  3.451  -0.205
P  -1.000  -3.455  0.531
H  -0.205  2.521  -2.881
C  -0.881  2.295  -2.047
C  -1.626  3.391  -1.429
H  -1.523  4.397  -1.853
C  2.959  -1.710  1.477
C  2.621  0.561  3.049
C  0.553  -1.303  2.844
C  2.861  4.719  -1.415
C  2.861  4.159  1.402
C  3.539  2.084  -0.516
C  -2.259  -4.080  -0.660
C  -1.333  -4.584  1.946
C  0.498  -4.281  -0.160
H  -1.319  1.297  -2.127
H  -2.631  3.195  -1.039
H  3.469  -1.946  2.420
H  3.697  -1.348  0.748
H  2.478  -2.610  1.072
H  3.236  -0.133  3.638
H  1.906  1.070  3.709
H  3.269  1.312  2.579
H  0.982  -2.269  3.145
H  -0.380  -1.488  2.293
H  0.320  -0.712  3.739
H  3.404  5.523  -0.902
H  1.969  5.140  -1.893
H  3.501  4.274  -2.187
H  3.588  4.962  1.217
H  3.303  3.400  2.060
H  1.977  4.588  1.896
H  4.563  2.413  -0.288
H  3.482  1.806  -1.578
H  3.291  1.201  0.090
H  -2.842  -4.888  -0.200
H  -1.783  -4.440  -1.582
H  -2.932  -3.250  -0.912
H  -1.908  -5.455  1.609
H  -1.919  -4.033  2.694
H  -0.387  -4.906  2.398
H  0.212  -4.962  -0.972
H  1.014  -4.839  0.633
H  1.175  -3.511  -0.554
C  -1.383  -1.440  -3.757
C  -0.151  -1.438  -4.440
C  -0.171  -1.516  -5.834
C  -1.381  -1.632  -6.539
C  -2.590  -1.620  -5.831
C  -2.601  -1.441  -4.446
O  -1.461  -1.500  -2.384
H  -0.672  -1.822  -2.031
H  0.786  -1.379  -3.881
H  0.780  -1.481  -6.369
H  -1.384  -1.723  -7.624
H  -3.545  -1.733  -6.348
H  -3.526  -1.374  -3.869
C  -1.447  1.963  5.036
C  -1.581  1.715  3.592
C  -2.483  0.956  2.858
C  -2.130  1.066  1.509
N  -1.047  1.876  1.424
N  -0.756  2.272  2.694
C  -2.755  0.382  0.360
H  -1.970  2.885  5.332
H  -1.900  1.130  5.587
H  -0.396  2.053  5.345
H  -3.298  0.368  3.251
H  0.051  2.862  2.905
H  -2.502  -0.693  0.358
H  -3.852  0.460  0.445
H  -2.452  0.806  -0.606

---

Record 5
Computed, not measured: 14 unconnected molecules or ions with the total composition C11H50N10O17 in a non-equilibrium geometry, with the ωB97M-V functional and the def2-TZVPD basis.

For the HOMO energy, the calculation gives -9.00 eV. As for the LUMO energy: -0.19 eV. For the frontier orbital gap, the calculation gives 0.32379 hartree.

Positions of all 88 atoms, in Å:
C  4.840  1.747  -0.787
O  4.091  1.414  0.138
N  4.522  1.582  -2.111
N  6.098  2.201  -0.553
H  3.633  1.163  -2.324
H  5.347  1.352  -2.637
H  6.464  2.212  0.381
H  6.673  2.458  -1.333
C  -2.781  3.238  1.398
O  -3.579  3.693  2.241
N  -2.334  4.009  0.381
N  -2.247  2.013  1.537
H  -2.448  5.000  0.409
H  -1.778  3.587  -0.352
H  -1.819  1.541  0.758
H  -2.544  1.472  2.325
C  0.437  -0.489  0.476
O  0.292  -0.367  -0.753
N  1.619  -0.129  1.055
N  -0.565  -0.793  1.334
H  2.267  0.421  0.508
H  1.610  0.031  2.049
H  -0.429  -0.997  2.319
H  -1.425  -1.091  0.883
C  1.261  3.996  -0.101
O  0.759  2.943  0.303
N  2.207  4.077  -1.073
N  0.930  5.206  0.435
H  2.629  4.897  -1.463
H  2.569  3.220  -1.457
H  0.186  5.219  1.113
H  1.114  6.049  -0.075
C  -3.462  -0.078  -3.689
O  -4.098  -0.635  -4.570
N  -2.907  -0.668  -2.570
N  -3.148  1.247  -3.669
H  -2.352  -0.180  -1.897
H  -3.299  -1.573  -2.362
H  -3.403  1.897  -4.387
H  -2.654  1.606  -2.870
C  -1.043  -3.532  -2.178
C  -0.684  -4.319  -0.924
O  -0.967  -5.696  -1.095
O  -2.469  -3.447  -2.302
H  -0.508  -4.015  -2.999
H  -0.720  -2.495  -2.124
H  -1.255  -3.898  -0.087
H  0.371  -4.127  -0.695
H  -0.323  -6.168  -0.562
H  -2.891  -4.274  -2.551
C  -5.032  0.463  3.423
C  -5.703  0.013  2.144
O  -4.923  0.193  0.948
O  -3.835  -0.188  3.862
H  -5.745  0.343  4.248
H  -4.821  1.527  3.265
H  -6.647  0.515  1.959
H  -5.852  -1.075  2.230
H  -4.151  -0.381  1.064
H  -4.135  -0.999  4.288
C  3.038  -2.224  -1.826
C  3.555  -3.532  -2.365
O  2.746  -4.672  -2.111
O  1.937  -1.715  -2.570
H  3.835  -1.499  -2.017
H  2.749  -2.400  -0.787
H  4.511  -3.662  -1.834
H  3.863  -3.503  -3.417
H  3.294  -5.446  -2.255
H  1.514  -0.983  -2.093
O  3.074  2.521  2.553
H  3.813  2.859  2.037
H  2.313  2.591  1.958
O  2.806  -2.075  3.058
H  2.466  -1.626  2.267
H  3.563  -2.583  2.752
O  -1.039  -1.192  4.063
H  -1.901  -0.742  4.128
H  -0.480  -0.749  4.713
O  -2.997  -1.791  0.226
H  -3.637  -2.453  0.515
H  -2.729  -2.084  -0.660
O  5.179  0.165  2.628
H  4.535  0.812  2.300
H  5.087  -0.585  2.036
O  -1.030  1.981  -1.575
H  -0.503  1.179  -1.746
H  -0.500  2.473  -0.904